one) {
  "formula": "C4H11NO4",
  "method": "ωB97M-V/def2-TZVPD",
  "species": ["C", "C", "N", "O", "H", "H", "H", "H", "H", "H", "H", "C", "C", "O", "O", "O", "H", "H", "H", "H"],
  "positions_angstrom": [[1.58, -0.73, 1.04], [1.10, -0.18, -1.33], [0.60, -0.21, 0.05], [1.87, -2.08, 0.85], [2.50, -2.19, 0.13], [0.15, 0.83, 0.32], [1.13, -0.64, 2.02], [2.47, -0.09, 0.98], [0.37, 0.34, -1.95], [2.05, 0.35, -1.36], [1.21, -1.19, -1.72], [-2.08, 1.87, -0.33], [-0.85, -0.82, 0.13], [-1.21, 1.24, 0.56], [-1.18, -1.14, 1.40], [-1.36, -1.21, -0.87], [-1.31, -0.28, 1.84], [-2.41, 1.17, -1.12], [-2.98, 2.22, 0.19], [-1.62, 2.74, -0.82]],
  "multiplicity": 1,
  "lumo_ev": 0.3572,
  "total_charge": 0,
  "gap_ha": 0.342
}

two) {
  "formula": "C4H11NO4",
  "method": "ωB97M-V/def2-TZVPD",
  "species": ["C", "C", "O", "O", "H", "H", "H", "H", "H", "H", "C", "C", "O", "O", "N", "H", "H", "H", "H", "H"],
  "positions_angstrom": [[-1.29, 0.39, 1.04], [-2.07, -0.02, -0.15], [-1.60, -0.24, 2.20], [-1.03, 1.72, 1.20], [-1.55, 0.40, 2.93], [-0.34, 1.98, 0.56], [0.03, -0.06, 0.55], [-2.83, 0.72, -0.39], [-2.51, -1.00, -0.02], [-1.34, -0.12, -1.01], [2.31, -0.45, 0.17], [1.03, 0.05, -0.47], [0.70, -1.95, -1.49], [1.02, 1.45, -0.63], [0.51, -0.54, -1.56], [0.32, -2.26, -2.32], [0.77, 1.63, -1.55], [2.59, 0.21, 0.99], [2.16, -1.47, 0.53], [3.11, -0.45, -0.57]],
  "multiplicity": 1,
  "lumo_ev": [0.4949, 0.4950],
  "total_charge": 0,
  "gap_ha": [0.301, 0.301]
}

The most stable of them is one).